{
  "formula": "C6H16O2",
  "method": "the ωB97M-V functional and the def2-TZVPD basis",
  "elements": ["C", "C", "C", "C", "C", "C", "H", "H", "H", "H", "H", "H", "H", "H", "H", "H", "H", "H", "H", "H", "O", "H", "H", "O"],
  "xyz": [[1.11, 0.32, 2.42], [1.01, -0.60, 1.20], [0.22, -0.23, -0.02], [-0.90, 0.48, 0.10], [0.76, -0.54, -1.39], [-0.27, -0.91, -2.47], [0.22, 0.92, 2.60], [1.83, 1.08, 2.11], [1.56, -0.17, 3.27], [2.03, -0.90, 0.96], [0.63, -1.60, 1.48], [-1.32, 0.83, 1.03], [-1.64, 0.58, -0.68], [1.48, -1.36, -1.37], [1.49, 0.21, -1.73], [-0.98, -1.54, -1.92], [0.15, -1.36, -3.36], [-0.85, -0.02, -2.73], [0.91, 2.06, -0.56], [0.94, 2.65, 0.85], [1.51, 2.43, 0.10], [-2.43, -1.81, -0.09], [-3.31, -1.00, 0.85], [-3.08, -1.11, -0.08]],
  "homo_ev": -9.01,
  "e_above_lowest_kcal_mol": 31.1,
  "smiles": "C=C(CC)CC.O.O",
  "e_lumo_ev": 0.7
}

{
  "formula": "C6H16O3",
  "method": "the ωB97M-V functional and the def2-TZVPD basis",
  "elements": ["C", "C", "C", "C", "C", "C", "H", "H", "H", "H", "H", "H", "H", "H", "H", "H", "H", "H", "O", "H", "H", "O", "H", "H", "O"],
  "xyz": [[-1.63, 2.10, -1.47], [-0.67, 0.94, -1.25], [-0.98, -0.34, -1.42], [-0.06, -1.47, -1.22], [0.76, -1.60, -0.18], [1.58, -2.83, 0.07], [-2.08, 1.90, -2.44], [-1.12, 3.06, -1.48], [-2.45, 2.06, -0.75], [0.23, 1.23, -0.72], [-1.95, -0.57, -1.85], [-0.07, -2.28, -1.95], [0.88, -0.82, 0.57], [1.06, -3.74, -0.25], [2.46, -2.83, -0.59], [1.94, -2.98, 1.08], [-0.63, 1.66, 2.19], [0.03, 0.43, 2.81], [0.20, 1.16, 2.20], [-2.94, 0.07, 1.49], [-1.59, 0.55, 1.03], [-2.46, 0.88, 1.28], [3.11, 1.63, 1.58], [2.84, 0.72, 0.33], [3.53, 1.06, 0.92]],
  "homo_ev": -8.62,
  "e_above_lowest_kcal_mol": 22.6,
  "smiles": "C/C=C/C=C/C.O.O.O",
  "e_lumo_ev": 0.5
}

{
  "formula": "C6H16S",
  "method": "the ωB97M-V functional and the def2-TZVPD basis",
  "elements": ["C", "C", "C", "S", "H", "H", "H", "H", "H", "H", "H", "H", "C", "C", "C", "H", "H", "H", "H", "H", "H", "H", "H"],
  "xyz": [[-0.18, 1.20, 1.20], [-1.33, 1.96, 1.83], [1.79, 2.94, 0.26], [0.49, 1.87, -0.36], [0.66, 1.05, 1.87], [-0.49, 0.19, 0.93], [-2.29, 1.79, 1.35], [-1.21, 3.04, 1.87], [2.14, 2.56, 1.23], [2.65, 2.95, -0.38], [1.40, 3.95, 0.40], [-1.39, 1.65, 2.87], [-0.51, -2.75, -1.40], [0.30, -2.85, -0.10], [-0.45, -1.37, -2.03], [-0.14, -3.48, -2.11], [-1.56, -2.97, -1.18], [1.34, -2.63, -0.34], [-0.96, -0.53, -1.56], [0.58, -1.12, -2.31], [0.25, -3.86, 0.30], [-0.09, -2.18, 0.67], [-0.98, -1.39, -3.00]],
  "homo_ev": -8.44,
  "e_above_lowest_kcal_mol": 8.9,
  "smiles": "CCSC.CCC",
  "e_lumo_ev": 1.0
}

{
  "formula": "C6H16S2",
  "method": "the ωB97M-V functional and the def2-TZVPD basis",
  "elements": ["S", "C", "C", "C", "H", "H", "H", "H", "H", "H", "H", "H", "S", "C", "C", "C", "H", "H", "H", "H", "H", "H", "H", "H"],
  "xyz": [[-1.66, 4.25, -1.60], [-3.64, 1.60, -3.98], [-2.12, 3.23, -3.04], [-3.03, 2.15, -2.67], [-2.50, 5.20, -2.04], [-4.37, 0.82, -3.67], [-2.92, 1.15, -4.68], [-4.19, 2.40, -4.50], [-1.19, 2.83, -3.48], [-2.55, 3.96, -3.76], [-3.84, 2.52, -2.02], [-2.50, 1.34, -2.13], [0.82, -4.60, -0.14], [3.95, -5.41, -0.64], [1.79, -4.80, -1.74], [3.26, -4.48, -1.65], [1.17, -3.37, 0.29], [4.92, -4.94, -0.41], [4.13, -6.44, -1.00], [3.35, -5.47, 0.29], [1.45, -4.21, -2.60], [1.63, -5.87, -1.98], [3.30, -3.44, -1.29], [3.81, -4.53, -2.62]],
  "homo_ev": -9.00,
  "e_above_lowest_kcal_mol": 20.8,
  "smiles": "CCCS.CCCS",
  "e_lumo_ev": 0.8
}

{
  "formula": "C6H17B3BrO7P",
  "method": "the ωB97M-V functional and the def2-TZVPD basis",
  "elements": ["C", "C", "Br", "C", "B", "O", "B", "O", "B", "O", "H", "H", "H", "H", "H", "H", "H", "H", "C", "O", "P", "O", "O", "C", "O", "C", "H", "H", "H", "H", "H", "H", "H", "H", "H"],
  "xyz": [[-4.21, -4.48, -0.33], [-4.00, -2.98, -0.57], [-4.87, -2.43, -2.25], [-2.53, -2.53, -0.59], [-2.27, -1.24, 0.26], [-1.43, -0.23, -0.17], [-2.05, 1.01, -0.20], [-2.92, 1.32, 0.83], [-3.43, 0.31, 1.62], [-2.96, -0.98, 1.44], [-3.27, -5.02, -0.36], [-4.89, -4.92, -1.05], [-4.64, -4.63, 0.66], [-4.55, -2.42, 0.18], [-1.90, -3.35, -0.26], [-2.21, -2.29, -1.60], [-1.87, 1.76, -1.10], [-4.27, 0.54, 2.42], [2.94, 2.30, -2.23], [3.25, 2.86, -0.94], [3.74, 1.93, 0.24], [4.41, 0.69, -0.18], [2.47, 1.72, 1.17], [1.30, 1.14, 0.59], [4.59, 2.93, 1.11], [5.77, 2.46, 1.77], [3.31, 2.99, -2.98], [3.43, 1.33, -2.35], [1.86, 2.19, -2.33], [1.56, 0.33, -0.09], [0.73, 1.90, 0.07], [0.71, 0.73, 1.40], [6.21, 3.33, 2.26], [6.47, 2.04, 1.05], [5.52, 1.70, 2.51]],
  "homo_ev": -10.32,
  "smiles": "C[C@H](Br)CB1OBOBO1.COP(=O)(OC)OC",
  "e_lumo_ev": 0.4
}

{
  "formula": "C6H17BrLiO5",
  "method": "the ωB97M-V functional and the def2-TZVPD basis",
  "elements": ["Li", "Br", "C", "C", "O", "H", "H", "H", "H", "H", "C", "C", "O", "O", "H", "H", "H", "H", "H", "H", "C", "C", "O", "O", "H", "H", "H", "H", "H", "H"],
  "xyz": [[-0.85, 1.65, -1.91], [-2.46, 3.07, -4.74], [-2.67, 2.39, 2.41], [-3.36, 1.77, 1.28], [-2.71, 0.83, 0.41], [-2.21, 1.64, 3.06], [-3.40, 2.99, 2.95], [-1.91, 3.08, 2.04], [-3.74, 2.56, 0.62], [-4.21, 1.26, 1.72], [2.72, 1.14, -1.37], [2.54, 0.30, -2.63], [1.20, -0.19, -2.50], [1.83, 2.27, -1.27], [3.65, 1.70, -1.32], [2.68, 0.61, -0.42], [3.28, -0.50, -2.59], [2.61, 0.96, -3.49], [1.00, -0.84, -3.17], [2.30, 3.04, -0.95], [0.81, -3.67, 0.81], [0.21, -2.87, 1.99], [0.33, -1.47, 1.86], [-0.11, -3.50, -0.27], [0.95, -4.70, 1.14], [1.81, -3.37, 0.49], [0.84, -3.19, 2.83], [-0.77, -3.15, 2.38], [-0.34, -1.22, 1.23], [-0.01, -2.60, -0.59]],
  "charge": -1,
  "homo_ev": -3.40,
  "e_above_lowest_kcal_mol": 0.0,
  "e_lumo_ev": 2.1
}

{
  "formula": "C6H17ClNOP",
  "method": "the ωB97M-V functional and the def2-TZVPD basis",
  "elements": ["C", "C", "C", "Cl", "P", "C", "C", "O", "C", "N", "H", "H", "H", "H", "H", "H", "H", "H", "H", "H", "H", "H", "H", "H", "H", "H", "H"],
  "xyz": [[2.35, 1.70, 0.95], [2.86, 0.36, 0.42], [2.25, -0.09, -0.89], [2.12, 1.24, -2.09], [0.46, -0.86, -0.71], [-1.26, -1.61, -0.48], [-2.13, -0.95, 0.59], [-1.53, -1.11, 1.87], [-2.46, 0.52, 0.36], [-2.97, 0.86, -0.97], [1.27, 1.78, 0.88], [2.63, 1.82, 2.00], [2.79, 2.53, 0.39], [3.95, 0.41, 0.31], [2.64, -0.41, 1.17], [2.89, -0.82, -1.39], [0.71, -1.70, -1.82], [-0.08, 0.43, -0.99], [0.85, -1.35, 0.57], [-1.11, -2.65, -0.16], [-1.76, -1.65, -1.45], [-3.08, -1.49, 0.64], [-1.13, -0.28, 2.14], [-1.56, 1.12, 0.55], [-3.19, 0.82, 1.11], [-2.29, 1.37, -1.51], [-3.22, 0.03, -1.50]],
  "homo_ev": -8.41,
  "smiles": "CC[C@H](Cl)[PH3]C[C@@H](O)CN",
  "e_lumo_ev": 0.7
}

{
  "formula": "C6H17F3N5O",
  "method": "the ωB97M-V functional and the def2-TZVPD basis",
  "elements": ["C", "C", "C", "C", "C", "C", "N", "N", "N", "N", "N", "O", "F", "F", "F", "H", "H", "H", "H", "H", "H", "H", "H", "H", "H", "H", "H", "H", "H", "H", "H", "H"],
  "xyz": [[2.45, -1.67, 1.20], [0.41, 2.47, 0.45], [0.84, 1.63, -1.88], [-2.25, 0.67, -0.60], [0.17, -0.75, 0.52], [-0.53, -2.11, 0.24], [-2.50, 0.06, -1.77], [0.19, -0.55, 2.00], [1.64, -0.91, 0.21], [-0.36, 0.25, -0.35], [0.63, 1.25, -0.40], [-2.94, 0.36, 0.49], [-1.86, -2.13, 0.31], [-0.19, -2.65, -0.96], [-0.14, -3.03, 1.18], [2.14, -2.66, 1.30], [3.49, -1.44, 0.96], [2.43, -1.10, 2.17], [1.19, 2.73, 1.15], [0.21, 3.33, -0.23], [-0.46, 2.33, 1.01], [1.40, 2.44, -2.06], [1.13, 0.77, -2.34], [-0.27, 1.86, -2.28], [-2.16, 1.71, -0.74], [-2.28, 0.37, -2.71], [-2.53, -0.94, -1.63], [-0.18, 0.34, 2.27], [0.02, -1.37, 2.64], [1.85, -1.27, -0.70], [1.55, 0.65, -0.04], [-3.08, -0.64, 0.59]],
  "charge": 1,
  "homo_ev": -12.87,
  "e_above_lowest_kcal_mol": 6.5,
  "e_lumo_ev": -2.5
}

{
  "formula": "C6H17N2O",
  "method": "the ωB97M-V functional and the def2-TZVPD basis",
  "elements": ["C", "C", "C", "N", "C", "C", "C", "N", "H", "H", "H", "H", "H", "H", "H", "H", "H", "H", "H", "H", "H", "H", "H", "H", "H", "O"],
  "xyz": [[-0.38, -1.85, -1.24], [1.09, -1.13, -1.27], [1.41, -0.13, -0.15], [0.30, 2.08, -1.56], [-0.26, 1.73, -0.30], [0.19, 0.59, 0.32], [-1.41, 2.52, 0.19], [-0.69, -2.13, 0.22], [-0.27, -2.74, -1.73], [-1.03, -1.14, -1.61], [1.88, -1.95, -1.30], [1.04, -0.64, -2.29], [2.18, 0.60, -0.51], [1.94, -0.88, 0.61], [0.24, 3.05, -1.72], [1.06, 1.67, -1.98], [-0.41, 0.12, 1.19], [-2.13, 1.77, 0.43], [-1.10, 3.11, 1.14], [-1.80, 3.21, -0.41], [-0.28, -3.06, 0.56], [-1.63, -2.25, 0.42], [-0.12, -1.43, 0.91], [0.82, -1.13, 3.16], [-0.37, -0.25, 3.45], [-0.13, -1.01, 2.97]],
  "charge": 1,
  "homo_ev": -11.40,
  "e_above_lowest_kcal_mol": 70.5,
  "e_lumo_ev": -3.1
}